79
Properties=species:S:1:pos:R:3 method="wB97M-V/def2-TZVPD" s_squared=3.7979 e_lumo_ev="-0.15 / -0.15" total_charge=0 spin_multiplicity=4 orbital_gap_ha="0.1724 / 0.2165"
O -0.4596 -1.1378 -3.6413
O 0.7832 0.8108 -4.9625
C 0.2860 -2.4479 -4.0602
C -0.5130 -3.5767 -3.4838
H 1.2868 -2.3252 -3.6453
H 0.3172 -2.4347 -5.1518
H -0.6726 -3.4497 -2.4105
H 0.0291 -4.5106 -3.6391
H -1.4760 -3.6776 -3.9930
C -1.8025 -0.8565 -4.3755
C -1.6924 -1.1327 -5.8431
H -2.0124 0.1850 -4.1221
H -2.4939 -1.5137 -3.8470
H -0.9696 -0.4521 -6.3074
H -2.6714 -0.9622 -6.3080
H -1.4180 -2.1731 -6.0614
C 0.3222 2.1826 -4.8631
C 2.0624 0.5932 -5.5857
C -0.6828 2.5003 -5.9396
H 1.1861 2.8583 -4.9088
H -0.1271 2.2629 -3.8615
H -0.2232 2.4551 -6.9346
H -1.0579 3.5145 -5.7916
H -1.5360 1.8144 -5.9042
C 2.0259 0.7665 -7.0886
H 2.3327 -0.4381 -5.3104
H 2.7974 1.2751 -5.1325
H 1.2507 0.1482 -7.5488
H 2.9870 0.4474 -7.4924
H 1.8820 1.8125 -7.3779
H 0.1684 -0.3563 -3.7726
V 0.0339 -0.1929 -0.1006
C 1.3944 -0.0283 -1.6737
Si 3.1355 0.4242 -1.1833
H 1.2699 -1.0472 -2.0756
H 0.8904 0.7262 -2.2977
C 4.3444 -0.6585 -2.1399
C 3.6315 0.2053 0.6070
C 3.4511 2.2222 -1.6021
C -1.7835 -1.0238 -0.3858
Si -3.2979 0.0562 -0.5589
H -1.8598 -1.7999 0.4022
H -1.3130 -1.4735 -1.3003
C -4.5450 -0.7839 -1.6933
C -2.9307 1.7632 -1.2458
C -4.0081 0.2505 1.1644
H 2.9483 2.5286 -2.5285
H 4.5319 2.3751 -1.7219
H 3.0984 2.8637 -0.7837
H 4.1615 -1.7242 -1.9534
H 5.3654 -0.4286 -1.8037
H 4.2883 -0.4819 -3.2211
H 3.2953 -0.7382 1.0585
H 3.2619 1.0373 1.2179
H 4.7338 0.2291 0.6268
H -3.2966 1.8734 -2.2749
H -1.8648 2.0248 -1.2213
H -3.4434 2.5098 -0.6241
H -4.9019 0.8857 1.1442
H -3.2654 0.7112 1.8312
H -4.2867 -0.7251 1.5843
H -5.5546 -0.4045 -1.4903
H -4.5485 -1.8677 -1.5224
H -4.3206 -0.6069 -2.7521
C 0.9973 -0.5964 3.9637
C 0.5448 -0.1392 2.6298
N 0.6558 -0.9473 1.5674
O 1.4077 -2.1491 1.9125
C 0.1071 1.1789 2.3379
C -0.0013 2.3050 3.3055
N -0.1248 1.4108 1.0100
O -0.3840 2.6151 0.5867
H 1.2525 -1.6582 3.9395
H 0.2060 -0.4318 4.7118
H 1.8823 -0.0171 4.2813
H 1.3183 -2.7601 1.1554
H 0.6334 3.1469 2.9959
H -1.0358 2.6640 3.3967
H 0.3197 1.9663 4.2947